1.
{"formula": "C20H25F6N6O8S8Tl", "method": "the ωB97M-V functional and the def2-TZVPD basis", "multiplicity": 1, "e_tot_ev": -154140.70139, "de_lowest_kcal_mol": 0.0, "e_lumo_ev": -1.5, "species": ["N", "H", "H", "O", "Tl", "H", "H", "C", "C", "S", "H", "O", "H", "C", "C", "S", "C", "H", "C", "S", "O", "N", "H", "F", "H", "S", "H", "C", "O", "C", "C", "C", "O", "C", "H", "H", "F", "N", "S", "H", "N", "F", "H", "H", "C", "C", "C", "N", "C", "O", "H", "H", "H", "H", "F", "S", "H", "H", "F", "F", "N", "C", "S", "C", "O", "H", "S", "H", "C", "C", "O", "H", "C", "H"], "positions_angstrom": [[-14.906, -9.327, 9.600], [-7.944, -12.637, 7.925], [-15.617, -4.298, 9.118], [-15.952, -11.208, 11.334], [-13.211, -11.271, 8.936], [-11.889, -12.984, 10.848], [-12.979, -4.216, 7.515], [-8.354, -11.643, 7.731], [-15.022, -4.302, 8.192], [-14.692, -11.814, 11.621], [-18.391, -7.523, 8.720], [-16.777, -13.857, 10.269], [-17.053, -7.237, 6.703], [-11.805, -8.202, 5.734], [-10.795, -12.921, 10.915], [-10.655, -13.260, 8.090], [-12.150, -8.433, 7.160], [-16.295, -9.402, 6.920], [-17.462, -6.936, 8.832], [-15.518, -13.497, 9.721], [-16.363, -5.309, 10.883], [-16.461, -7.763, 9.467], [-15.398, -3.550, 7.484], [-13.404, -14.799, 8.868], [-13.785, -8.486, 11.202], [-15.228, -5.907, 7.358], [-16.413, -10.782, 8.046], [-16.010, -8.945, 8.980], [-14.402, -6.894, 8.018], [-10.791, -9.017, 5.168], [-10.139, -13.695, 9.784], [-8.672, -11.073, 11.495], [-15.504, -12.629, 8.562], [-14.700, -15.066, 9.086], [-10.281, -11.346, 6.781], [-6.617, -11.121, 10.928], [-14.763, -16.074, 9.957], [-9.957, -9.700, 4.741], [-11.602, -8.287, 8.652], [-10.222, -10.917, 8.521], [-12.001, -5.876, 4.637], [-15.224, -15.484, 7.934], [-13.193, -4.947, 9.128], [-10.498, -13.343, 11.887], [-14.629, -8.404, 10.534], [-14.792, -12.555, 13.345], [-13.541, -4.147, 8.460], [-14.378, -13.096, 10.750], [-15.578, -7.400, 10.472], [-14.979, -5.745, 5.952], [-17.760, -9.590, 7.947], [-13.325, -3.180, 8.926], [-9.046, -13.638, 9.836], [-7.985, -11.309, 6.750], [-14.748, -11.638, 14.312], [-13.395, -9.096, 6.198], [-8.570, -11.738, 12.365], [-8.551, -10.036, 11.842], [-13.753, -13.379, 13.518], [-15.908, -13.266, 13.497], [-15.570, -6.210, 11.190], [-7.583, -11.394, 10.481], [-7.633, -10.455, 8.914], [-9.873, -11.635, 7.765], [-14.741, -6.096, 12.078], [-10.427, -14.751, 9.866], [-10.433, -11.135, 10.974], [-17.587, -5.585, 7.126], [-16.990, -6.443, 7.469], [-11.940, -6.918, 5.142], [-13.533, -10.959, 11.671], [-7.548, -12.465, 10.238], [-16.662, -9.719, 7.910], [-17.662, -6.087, 9.504]], "mulliken_charge": [1.008, 0.452, 0.295, -0.636, 0.726, -0.459, 0.314, -0.925, -0.549, 0.904, 0.362, -0.611, 0.331, 0.764, 0.035, -0.147, 0.634, 0.206, -1.079, 0.864, -0.735, 0.194, 0.486, -0.178, 0.705, 1.183, 0.025, 0.569, -0.304, -0.130, -0.686, -0.785, -0.759, 0.537, 0.096, 0.429, -0.225, -0.503, 0.012, -0.579, -0.465, -0.218, 0.224, 0.587, -0.653, 0.470, -1.091, -0.476, -0.616, -0.782, 0.423, 0.407, 0.325, 0.324, -0.205, -0.003, 0.387, 0.398, -0.216, -0.213, 1.204, -0.654, -0.107, 0.760, -0.646, 0.452, 0.168, 0.598, -0.820, -0.128, -0.585, 0.262, -1.439, 0.488]}

2.
{"formula": "C20H25FN4O2S", "method": "the ωB97M-V functional and the def2-TZVPD basis", "smiles": "CCC(C)(C)c1nnc(NC(=O)[C@H]2CC(=O)N(CCc3ccc(F)cc3)C2)s1", "multiplicity": 1, "e_tot_ev": -44755.19963, "de_lowest_kcal_mol": 7.1, "e_lumo_ev": 0.3, "species": ["C", "H", "H", "C", "N", "C", "C", "H", "C", "H", "H", "C", "H", "H", "C", "C", "H", "C", "H", "C", "H", "H", "C", "C", "S", "H", "C", "H", "C", "C", "C", "H", "H", "H", "O", "H", "N", "H", "C", "N", "C", "C", "H", "H", "H", "O", "H", "F", "H", "C", "H", "H", "N"], "positions_angstrom": [[-0.639, 2.688, -0.358], [1.186, 0.170, -0.137], [1.041, -2.678, -2.256], [-4.088, -3.785, 0.831], [-1.860, -0.968, 0.265], [3.993, 2.437, 1.426], [0.600, 2.262, 1.625], [4.166, 0.272, -0.743], [-4.575, -3.073, -0.425], [0.198, 4.077, -1.749], [2.203, 4.480, -0.352], [2.850, 3.293, 2.013], [-4.518, -3.342, 1.725], [-4.379, -4.833, 0.798], [2.431, -0.924, 1.230], [-4.593, -0.758, 0.626], [-5.699, -0.983, -1.850], [3.272, 0.723, -0.290], [-4.295, -1.624, -2.709], [0.325, 3.575, -0.803], [2.961, 1.579, -0.892], [3.171, 4.335, 2.037], [-0.526, 2.032, 0.853], [1.596, 3.134, 1.201], [-1.683, -2.413, -1.826], [-5.674, -0.841, 0.711], [-0.264, -1.760, -1.009], [-4.223, -3.620, -1.304], [-4.097, -1.612, -0.542], [-4.613, -1.019, -1.862], [-2.608, -1.583, -0.570], [3.140, -1.753, 1.176], [-4.332, 0.283, 0.459], [-4.134, -1.073, 1.558], [3.167, -1.695, -1.856], [1.524, -1.262, 1.725], [-0.557, -1.063, 0.035], [-3.004, -3.735, 0.912], [2.160, -0.321, -0.156], [3.533, 1.115, 1.076], [2.185, -1.367, -1.234], [1.441, 3.792, -0.014], [4.398, 2.898, 0.524], [4.790, 2.351, 2.170], [2.664, 2.957, 3.033], [3.182, 0.337, 3.190], [-5.666, -3.079, -0.446], [-1.722, 2.452, -1.136], [-4.234, -0.008, -1.995], [3.078, 0.230, 1.989], [-1.293, 1.342, 1.168], [0.708, 1.748, 2.568], [0.984, -1.997, -1.507]], "nbo_charge": [0.365, 0.276, 0.420, -0.612, -0.279, -0.199, -0.221, 0.210, -0.379, 0.229, 0.212, -0.437, 0.210, 0.216, -0.493, -0.598, 0.216, -0.198, 0.206, -0.281, 0.209, 0.216, -0.226, -0.025, 0.302, 0.209, 0.241, 0.199, -0.126, -0.590, 0.122, 0.233, 0.224, 0.226, -0.580, 0.252, -0.333, 0.208, -0.354, -0.441, 0.720, -0.204, 0.201, 0.222, 0.234, -0.627, 0.210, -0.333, 0.221, 0.694, 0.240, 0.229, -0.634]}

3.
{"formula": "C20H25IN5O3PSSeW", "method": "the ωB97M-V functional and the def2-TZVPD basis", "multiplicity": 1, "e_tot_ev": -130101.83823, "de_lowest_kcal_mol": 0.0, "charge": 4, "e_lumo_ev": -13.2, "species": ["H", "H", "H", "H", "C", "H", "C", "N", "Se", "C", "H", "S", "C", "C", "H", "N", "C", "I", "H", "C", "H", "C", "H", "H", "H", "C", "C", "C", "N", "H", "H", "C", "C", "O", "C", "N", "N", "P", "H", "H", "C", "H", "O", "H", "H", "H", "W", "C", "H", "C", "H", "H", "H", "H", "C", "O", "C", "C"], "positions_angstrom": [[2.512, -2.028, 3.864], [-2.728, -2.379, 1.436], [-2.064, -4.251, 0.217], [-2.051, -3.056, 2.917], [2.777, -3.124, -4.405], [4.692, -2.236, -4.821], [-1.762, 1.850, 2.636], [-1.144, 2.131, 1.402], [-2.278, 0.805, -1.316], [-0.014, 5.254, -0.192], [-2.490, -4.935, 1.655], [0.406, 5.248, -1.846], [1.966, 0.322, -2.194], [0.550, -1.741, 3.155], [0.809, -3.795, -3.858], [-1.120, 3.985, 2.597], [2.246, -0.865, -2.883], [2.026, 1.268, 1.363], [0.322, -1.797, -2.497], [-2.282, 3.110, 4.669], [-2.550, -0.159, 2.506], [-0.250, 3.988, 0.231], [0.364, -0.733, 3.526], [4.246, -0.235, -3.488], [-2.251, 4.025, 5.245], [3.749, -2.127, -4.305], [1.544, -3.011, -3.748], [-2.972, 0.802, 4.384], [2.027, -1.920, 2.968], [2.415, -1.089, 2.487], [0.407, 3.005, -2.805], [3.492, -1.006, -3.555], [-2.893, 1.973, 5.153], [0.581, -2.948, 0.739], [2.871, 1.501, -2.177], [-0.073, 3.022, -0.744], [-1.829, -4.286, 1.212], [-0.274, -2.048, 1.534], [2.977, -4.001, -5.008], [-3.350, 1.994, 6.133], [0.257, 3.571, -1.898], [-0.093, 6.181, 0.356], [-0.645, -0.651, 0.961], [2.975, 1.901, -3.189], [-0.976, 4.954, 2.850], [3.868, 1.199, -1.851], [-0.381, 0.938, -0.162], [-2.415, 0.718, 3.121], [-3.516, -0.043, 4.787], [1.278, -1.902, -2.991], [-0.883, -4.685, 1.263], [2.227, -2.737, 2.376], [2.516, 2.270, -1.501], [0.212, -2.461, 3.900], [-1.731, 3.020, 3.397], [0.807, 0.429, -1.573], [-0.807, 3.426, 1.439], [-1.879, -2.920, 1.850]], "mulliken_charge": [0.409, 0.440, 0.361, 0.483, -0.330, 0.462, 0.355, 0.221, 0.102, -0.253, 0.401, 0.032, 1.189, -0.877, 0.448, 0.061, 0.803, -0.097, 0.317, -1.087, 0.626, -0.201, 0.372, 0.397, 0.479, -0.982, -0.860, -0.779, -0.146, -0.008, 0.412, -0.301, -0.634, -0.943, -1.494, 0.312, -0.189, 1.282, 0.450, 0.449, -0.264, 0.450, 0.334, 0.456, 0.276, 0.530, -0.298, -0.455, 0.458, -0.119, 0.337, 0.381, 0.251, 0.563, 0.602, -0.440, 0.333, -1.075]}

4.
{"formula": "C20H25N3O2", "method": "the ωB97M-V functional and the def2-TZVPD basis", "smiles": "COc1ccc(NC(=O)CN2CCN(Cc3ccccc3)CC2)cc1", "multiplicity": 1, "e_tot_ev": -29711.00128, "de_lowest_kcal_mol": 43.2, "e_lumo_ev": 0.7, "species": ["O", "N", "H", "H", "H", "C", "H", "H", "H", "C", "C", "C", "C", "C", "H", "H", "H", "N", "C", "H", "C", "C", "H", "H", "H", "C", "H", "N", "C", "H", "O", "C", "C", "H", "H", "H", "C", "H", "H", "C", "H", "C", "H", "C", "H", "C", "C", "H", "C", "H"], "positions_angstrom": [[-1.662, -0.136, 0.840], [0.540, 1.455, 0.200], [-7.758, -3.197, 0.429], [-1.046, 2.733, -0.138], [6.116, -1.434, -2.844], [6.077, -1.417, -1.765], [4.515, 0.536, 2.038], [-9.402, -2.534, 0.593], [1.379, 0.270, -1.341], [-5.348, 0.929, -1.116], [1.139, 0.216, -0.263], [2.416, -0.057, 0.518], [-4.268, 0.427, -0.390], [6.641, -2.394, 0.347], [1.739, 2.672, -1.057], [-3.033, 1.827, -1.198], [5.926, -1.360, 2.078], [-3.022, 1.049, -0.552], [-1.831, 0.759, 0.047], [-3.647, -1.053, 1.020], [-4.472, -0.657, 0.453], [1.478, 2.544, 0.010], [5.240, 1.673, 0.880], [-5.848, -2.070, 1.235], [7.119, -3.174, 0.922], [-5.727, -1.230, 0.570], [7.216, -3.218, -1.542], [3.354, 1.035, 0.326], [5.352, -0.363, 0.274], [1.025, 3.471, 0.373], [-8.075, -1.218, -0.113], [5.969, -1.372, 0.998], [-6.803, -0.729, -0.154], [0.433, -0.596, -0.093], [2.876, -0.980, 0.159], [4.923, 0.389, -1.672], [-0.736, 1.721, -0.419], [-8.146, -2.084, 1.772], [-7.435, 0.745, -1.559], [4.632, 0.765, 0.963], [2.500, 2.207, 1.873], [2.752, 2.265, 0.799], [3.459, 3.086, 0.649], [-6.596, 0.361, -1.001], [2.160, -0.180, 1.585], [-8.343, -2.319, 0.721], [5.413, -0.394, -1.114], [-5.205, 1.773, -1.777], [6.695, -2.419, -1.035], [-0.683, 1.676, -1.527]], "nbo_charge": [-0.599, -0.425, 0.175, 0.218, 0.211, -0.205, 0.170, 0.200, 0.161, -0.216, -0.237, -0.235, 0.106, -0.210, 0.165, 0.393, 0.207, -0.600, 0.681, 0.247, -0.171, -0.220, 0.207, 0.220, 0.211, -0.306, 0.211, -0.441, 0.062, 0.199, -0.494, -0.233, 0.284, 0.232, 0.214, 0.224, -0.309, 0.175, 0.225, -0.253, 0.170, -0.220, 0.201, -0.242, 0.174, -0.251, -0.240, 0.203, -0.220, 0.179]}